(1)
7
Properties=species:S:1:pos:R:3:forces:R:3:lowdin_charge:R:1 method="wB97M-V/def2-TZVPD" spin_multiplicity=1 de_lowest_kcal_mol=61.6 gap_ev="8.3 / 8.1" e_tot_ha=-286.2240 homo_energy_ev="-9.572 / -9.539"
N 0.64819 0.27776 0.86010 -0.4 -1.9 -0.6 0.07
N -1.78038 0.00108 -1.80914 2.9 -0.3 1.6 0.26
O -0.77923 -0.05225 -1.30485 -3.1 0.9 -1.9 0.01
F -0.23707 -1.64982 -0.86761 0.0 -1.1 -0.2 -0.32
H 0.79752 1.13623 0.51317 1.4 3.6 -1.8 -0.04
H -0.12651 0.42755 1.42335 -1.2 -0.7 2.0 0.00
H 1.47748 -0.14055 1.18498 0.5 -0.5 0.9 0.02

(2)
25
Properties=species:S:1:pos:R:3:forces:R:3:lowdin_charge:R:1 method="wB97M-V/def2-TZVPD" smiles="O=S1(=O)CCCC1.ClC(Cl)Cl.ClC(Cl)Cl" spin_multiplicity=1 de_lowest_kcal_mol=5.8 gap_ev=10.3 e_tot_ha=-3544.3808 homo_energy_ev=-9.991
O -2.19047 1.47066 -0.25140 1.2 0.7 3.0 -0.37
S -1.59550 1.53173 1.12146 -0.1 -1.6 -0.2 0.78
O -2.36372 1.11497 2.31513 0.5 1.2 -1.7 -0.37
C -0.06287 0.43829 1.18139 -0.9 1.4 -0.9 -0.23
C 0.98021 1.31263 1.86284 1.6 -0.5 -0.4 -0.24
C 0.44509 2.60112 2.43926 -0.4 -0.5 2.1 -0.28
C -0.63767 3.14189 1.58943 -0.9 -0.3 -1.3 -0.19
H 0.16039 0.35448 0.11780 0.1 -0.3 0.1 0.06
H -0.25968 -0.55502 1.58474 -0.3 0.4 0.2 0.07
H 1.57378 0.80743 2.62479 -0.3 -0.3 0.1 0.12
H 1.72983 1.53370 1.10305 0.1 0.2 -0.2 0.10
H 1.22263 3.29045 2.76844 0.2 0.2 -0.8 0.12
H 0.00671 2.35808 3.40718 -0.3 -0.2 0.2 0.11
H -0.21282 3.60215 0.69738 -0.4 -0.2 -0.3 0.10
H -1.33054 3.83822 2.06179 -0.1 -0.3 0.0 0.10
Cl -0.76873 -4.38404 -3.42751 -0.1 1.2 -1.0 0.49
C -1.34971 -2.79046 -4.10429 -0.7 0.1 1.1 -1.43
Cl -0.12494 -1.51311 -4.04955 0.0 -0.3 0.3 0.55
Cl -2.81224 -2.34268 -3.11311 0.9 -0.1 -0.7 0.48
H -1.65013 -2.77677 -5.15199 0.0 -0.9 0.3 0.01
Cl 2.96195 -3.86712 -1.08228 0.5 -0.6 -0.2 0.55
C 1.79090 -2.59440 -1.07368 -0.3 0.2 0.5 -1.53
Cl 2.64642 -1.03266 -0.82899 -0.6 -0.4 -0.2 0.52
Cl 0.60245 -2.93544 0.22150 0.2 0.4 -0.3 0.53
H 1.23865 -2.60411 -2.01336 0.2 0.3 0.2 -0.07

(3)
19
Properties=species:S:1:pos:R:3:forces:R:3:lowdin_charge:R:1 method="wB97M-V/def2-TZVPD" smiles="N[C@H](C=O)CCO.O" spin_multiplicity=1 de_lowest_kcal_mol=51.9 gap_ev=10.8 e_tot_ha=-439.4432 homo_energy_ev=-10.114
N 0.44749 0.22627 -1.53790 -0.8 -0.2 0.3 0.05
C 0.25529 -0.87476 -0.53883 1.4 2.1 -0.6 -0.35
C -1.15002 -1.35397 -0.43899 -0.6 -0.2 -0.1 -0.22
O -2.11339 -0.76230 -0.85891 0.2 0.2 -0.1 0.06
C 0.65143 -0.37711 0.85900 0.2 -1.5 1.0 -0.14
C 2.13255 -0.00759 1.01706 0.5 1.2 0.2 -0.25
O 3.01793 -0.32262 -0.04252 0.0 -0.3 0.2 -0.06
H -0.48755 0.56032 -1.74011 0.0 0.3 -0.3 0.06
H 0.98915 1.02003 -1.19022 -0.4 -0.4 0.2 0.08
H 0.94713 -1.61462 -0.93841 -0.3 -0.9 0.8 0.14
H -1.29900 -2.29207 0.12142 0.2 -0.1 0.0 0.14
H 0.45079 -1.14001 1.62512 0.0 -0.3 -0.4 0.12
H 0.00898 0.42465 1.21478 -0.1 0.4 -0.6 0.12
H 2.58802 -0.46171 1.89599 -0.3 -0.3 0.0 0.11
H 2.18247 1.07290 1.23589 0.1 -0.1 -0.3 0.11
H 2.56809 -0.33043 -0.88550 -0.2 0.2 -0.3 0.05
O -3.66154 2.21212 0.42796 1.7 -1.1 0.1 -0.06
H -4.38848 2.45304 -0.11473 -1.0 0.3 -0.8 0.01
H -3.13934 1.56786 -0.11111 -0.7 0.7 0.6 0.03

(4)
56
Properties=species:S:1:pos:R:3:forces:R:3:lowdin_charge:R:1 method="wB97M-V/def2-TZVPD" charge=-2 spin_multiplicity=1 gap_ev=6.2 e_tot_ha=-3239.7239 homo_energy_ev=-2.337
Na -0.34682 0.40389 0.82104 0.1 0.2 -0.2 0.33
N 0.36297 -1.98681 0.75227 0.0 0.0 0.1 -0.02
C 1.23343 -2.50464 1.81386 0.0 0.0 0.0 -0.27
C 1.66040 -1.38514 2.76597 0.0 0.0 0.0 -0.12
C 0.47554 -0.94003 3.60570 0.0 0.0 0.0 -0.70
O 0.15317 -1.56284 4.60321 0.0 0.0 0.0 -0.01
O -0.15864 0.10242 3.13131 0.1 -0.1 -0.1 -0.51
H -0.17221 -2.73318 0.32853 0.0 0.0 0.0 0.07
H 0.96712 -1.58128 0.02990 0.0 0.0 0.0 -0.05
H 2.13786 -2.96784 1.40238 0.0 0.0 0.0 0.10
H 0.69350 -3.26246 2.38661 0.0 0.0 0.0 0.11
H 2.07635 -0.55820 2.18957 0.0 0.0 0.0 0.07
H 2.42549 -1.76521 3.44448 0.0 0.0 0.0 0.11
O -2.04593 3.41711 -2.02106 0.0 0.0 0.0 -0.04
C -1.63717 2.29217 -1.70838 0.0 0.1 -0.1 -0.78
O -1.34082 1.85653 -0.56385 0.1 -0.2 0.2 -0.12
C -1.45964 1.27765 -2.86941 0.0 -0.1 0.0 -0.28
P -0.18777 0.02136 -2.45623 0.0 0.0 0.0 1.07
C -0.10137 -0.85194 -4.08977 0.0 0.0 0.0 -0.36
C 0.57129 -0.35417 -5.20515 0.0 0.0 0.0 -0.09
C 0.57864 -1.05107 -6.40472 0.0 0.0 0.0 -0.10
C -0.09523 -2.26057 -6.51644 0.0 0.0 0.0 -0.12
C -0.77114 -2.76868 -5.41647 0.0 0.0 0.0 -0.11
C -0.76408 -2.07177 -4.21546 0.0 0.0 0.0 -0.11
C 1.36247 0.97268 -2.55607 0.0 0.0 0.0 -0.44
C 1.42630 2.30193 -2.72069 0.0 0.0 0.0 -0.08
C 2.70970 2.99709 -2.65874 0.0 0.0 0.0 -0.08
C 3.85955 2.32772 -2.72023 0.0 0.0 0.0 -0.07
C 3.82312 0.84318 -2.95601 0.0 0.0 0.0 -0.27
C 2.60577 0.16479 -2.27907 0.0 0.0 0.0 -0.71
H -1.25730 1.79785 -3.80711 0.0 0.0 0.0 0.08
H -2.40493 0.73934 -2.98863 0.0 0.0 0.0 0.08
H 1.09750 0.59059 -5.12374 0.0 0.0 0.0 0.10
H 1.11438 -0.64848 -7.25668 0.0 0.0 0.0 0.09
H -0.08730 -2.80608 -7.45267 0.0 0.0 0.0 0.09
H -1.29522 -3.71456 -5.48918 0.0 0.0 0.0 0.09
H -1.27638 -2.48112 -3.35129 0.0 0.0 0.0 0.09
H 0.53099 2.90218 -2.81924 0.0 0.0 0.0 0.09
H 2.70816 4.07537 -2.54978 0.0 0.0 0.0 0.10
H 4.81008 2.84149 -2.66226 0.0 0.0 0.0 0.10
H 3.67603 0.70612 -4.03850 0.0 0.0 0.0 0.15
H 2.50249 -0.81464 -2.75837 0.0 0.0 0.0 0.08
I -2.20176 0.50514 3.94526 -0.2 0.0 0.2 0.56
I -4.88743 1.06771 4.84399 0.0 0.0 0.0 -0.33
F 8.34831 -2.27619 -1.59512 0.0 0.0 0.0 0.10
C 7.29035 -1.51769 -1.91527 0.0 0.0 0.0 -0.14
C 7.01488 -0.36644 -1.20437 0.0 0.0 0.0 -0.14
F 7.81324 -0.01574 -0.18698 0.0 0.0 0.0 0.11
C 5.92427 0.41784 -1.54165 0.0 0.0 0.0 -0.19
F 5.74832 1.52315 -0.81947 0.0 0.0 0.0 0.10
C 5.08065 0.09198 -2.59788 0.0 0.0 0.0 -0.08
S 2.78101 -0.08827 -0.48172 0.0 0.0 0.0 0.53
C 5.39773 -1.06671 -3.29206 0.0 0.0 0.0 -0.15
F 4.63636 -1.45365 -4.32972 0.0 0.0 0.0 0.10
C 6.47665 -1.86879 -2.97378 0.0 0.0 0.0 -0.14
F 6.74789 -2.97150 -3.68834 0.0 0.0 0.0 0.10